[1]
The following is a DFT calculation (ωB97M-V/def2-TZVPD) of a molecular structure, C3H4I2.

Relative energy (zero: lowest compared OMol25 entry of this formula, charge and spin)   2.5 kcal per mole
Electronic energy   -19375.862 eV
HOMO-LUMO gap   9.08 eV

Each line ends with the natural charge from an NBO analysis.
CARTESIAN COORDINATES (ANGSTROEM)
C (0.87183, 0.64850, 0.66989)  -0.634
C (0.05268, -0.48808, 0.15835)  -0.266
C (-0.87867, -0.38899, -0.72585)  -0.339
I (-1.98742, -2.10101, -1.51683)  0.140
I (-1.47550, 1.36772, -1.66418)  0.182
H (1.97733, 0.40938, 0.53509)  0.231
H (0.56106, 1.52499, 0.24465)  0.222
H (0.27985, -1.56112, 0.54679)  0.235
H (0.59885, 0.58861, 1.75209)  0.229



[2]
The following is a DFT calculation (ωB97M-V/def2-TZVPD) of 3 unconnected molecules or ions with the total composition C3H4IN.

Relative energy (zero: lowest compared OMol25 entry of this formula, charge and spin)   74.1 kcal per mole
Electronic energy   -12762.309 eV
HOMO-LUMO gap   10.68 eV

Each line ends with the natural charge from an NBO analysis.
CARTESIAN COORDINATES (ANGSTROEM)
C (-0.88447, -0.58955, 0.40348)  -0.233
C (-0.23028, -1.47679, -0.09741)  -0.214
C (3.20872, 0.74180, -0.32307)  0.314
N (3.97435, 1.31288, 0.38510)  -0.755
I (-5.06685, 0.25178, 0.10072)  -0.103
H (-1.08610, 0.42360, 0.53684)  0.224
H (-4.62764, -0.08800, -1.41290)  0.105
H (-0.00250, -2.48085, -0.26469)  0.221
H (4.71477, 1.90512, 0.67193)  0.441